No. 1
{
  "formula": "C4H8OS",
  "method": "the ωB97M-V functional and the def2-TZVPD basis",
  "species": ["C", "C", "C", "C", "H", "H", "H", "H", "H", "H", "H", "H", "O", "S"],
  "positions_angstrom": [[-0.6472, 1.2154, -0.4590], [-0.1250, -0.0099, 0.1860], [-0.0649, -1.1437, -0.7745], [1.2822, 0.1802, 0.7379], [-0.6826, 2.1336, 0.0929], [0.0183, 1.5049, -1.2818], [-1.6631, 1.1148, -0.9716], [0.3138, -2.0659, -0.2141], [-1.0757, -1.4264, -1.1298], [0.6196, -0.9604, -1.6269], [-0.6350, -0.6146, 2.0446], [1.9902, 0.5890, -0.0272], [-1.0442, -0.3338, 1.2060], [1.7135, -0.1831, 2.2174]],
  "atomic_forces_ev_per_a": [[-0.83, 1.47, -2.77], [-0.23, -0.04, 1.78], [0.55, -2.60, -0.45], [-0.13, 0.72, -1.46], [-0.10, 0.11, 1.09], [0.06, -0.25, -0.16], [1.24, -0.35, 0.97], [-0.37, 1.15, -0.78], [0.52, 0.44, 0.06], [-0.45, -0.06, 0.38], [0.35, 0.15, -0.55], [-0.41, -0.37, 0.70], [-0.62, -0.24, 0.52], [0.42, -0.12, 0.68]],
  "lowdin_charge": [-0.05, -0.76, -0.05, -0.59, 0.08, 0.09, 0.12, 0.12, 0.10, 0.10, 0.04, 0.09, -0.06, 0.79],
  "homo_lumo_gap_ev": 8.9025,
  "smiles": "CC(C)(O)C=S"
}

=====

No. 2
{
  "formula": "C4H8OS2",
  "method": "the ωB97M-V functional and the def2-TZVPD basis",
  "species": ["C", "C", "C", "C", "H", "H", "H", "H", "H", "H", "H", "H", "O", "S", "S"],
  "positions_angstrom": [[0.5398, 0.6087, 1.1635], [-0.3073, -0.3870, 0.2928], [-0.1481, -0.2429, -1.1811], [0.0752, -1.7427, 0.7314], [0.2078, 2.5642, -0.1977], [0.4414, 0.3089, 2.2135], [1.6036, 0.4975, 0.8779], [-1.3883, -0.1967, 0.4466], [-0.6353, -1.1098, -1.7331], [0.8770, -0.1140, -1.5077], [-1.0067, 1.2097, -2.3676], [-0.5096, -2.0079, 1.6233], [-0.8157, 1.0573, -1.4377], [0.0940, 2.3734, 1.1288], [0.9722, -2.8187, -0.0528]],
  "atomic_forces_ev_per_a": [[0.14, -0.25, -0.56], [0.19, 0.67, 0.16], [-0.99, 1.46, -1.55], [-1.31, -0.71, 0.42], [-0.03, -0.11, 0.25], [0.07, 0.15, -0.17], [-0.51, -0.03, 0.17], [0.47, -0.23, 0.47], [0.53, 1.15, 0.60], [0.29, -0.40, -0.02], [0.19, -0.36, -0.09], [0.66, -0.29, 0.14], [0.09, -1.02, -0.16], [0.02, -0.10, 0.10], [0.19, 0.08, 0.23]],
  "lowdin_charge": [-0.52, -0.47, -0.24, -0.65, -0.14, 0.07, 0.09, 0.16, 0.13, 0.11, 0.08, 0.07, -0.14, 0.71, 0.74],
  "homo_lumo_gap_ev": 8.4445,
  "smiles": "OC[C@@H](C=S)CS"
}

=====

No. 3
{
  "formula": "C4H8OS2",
  "method": "the ωB97M-V functional and the def2-TZVPD basis",
  "species": ["C", "C", "C", "C", "O", "S", "S", "H", "H", "H", "H", "H", "H", "H", "H"],
  "positions_angstrom": [[-1.0872, 0.3158, 0.4504], [0.4932, -0.9181, -0.9019], [-0.7488, -0.0917, -1.0149], [0.2523, 0.6344, 1.0156], [-1.9655, -0.5851, -1.6639], [0.7788, 2.3290, 0.8935], [1.0452, -0.2293, 2.3666], [-1.7588, 1.1047, 0.5230], [-1.4815, -0.5610, 0.9957], [0.6634, -1.8197, -0.3688], [1.3114, -0.7613, -1.7069], [-0.5569, 0.7768, -1.7554], [-2.3118, -1.0670, -0.9385], [1.6477, 2.5034, 1.8907], [0.7894, -1.3046, 1.6777]],
  "atomic_forces_ev_per_a": [[2.07, -1.65, -0.60], [1.29, -0.01, -4.10], [-0.51, 1.56, -1.47], [1.00, 2.43, 2.99], [1.68, 0.05, 0.21], [-0.72, -0.09, -0.82], [-0.72, 0.87, -0.88], [-1.29, 1.49, 0.04], [0.00, 0.19, -0.34], [-0.46, -0.59, 0.72], [-1.46, -0.11, 1.52], [0.26, -0.93, 1.83], [-1.36, -1.22, 0.62], [0.09, -0.50, 0.21], [0.14, -1.50, 0.06]],
  "lowdin_charge": [-0.25, 0.05, -0.43, -1.04, -0.04, 0.72, 0.74, 0.09, 0.13, 0.04, 0.10, 0.17, 0.05, -0.15, -0.18],
  "multiplicity": 3,
  "homo_lumo_gap_ev": [7.5672, 8.5533]
}

=====

No. 4
{
  "formula": "C4H8P2",
  "method": "the ωB97M-V functional and the def2-TZVPD basis",
  "species": ["C", "C", "C", "C", "P", "P", "H", "H", "H", "H", "H", "H", "H", "H"],
  "positions_angstrom": [[0.1836, 2.0279, 0.3731], [-0.7305, -0.5503, -0.6080], [1.2307, 1.5169, 1.3921], [-0.8818, -1.5513, -1.7193], [0.0043, 0.9186, -1.2104], [0.1862, 3.7448, -0.1630], [-0.7478, 1.8622, 0.7939], [-1.0518, -0.7225, 0.4690], [1.9930, 1.1538, 0.7934], [1.6593, 2.3242, 1.9768], [0.8240, 0.7585, 2.1045], [-1.9309, -2.0604, -1.6848], [-0.7695, -0.9712, -2.6600], [-0.2329, -2.3428, -1.5284]],
  "atomic_forces_ev_per_a": [[1.00, -0.77, -0.73], [0.82, 2.62, -0.06], [-1.37, 0.68, 0.64], [-3.43, 0.72, 0.53], [-0.76, -1.50, 1.89], [0.22, 0.26, -0.05], [-2.26, -0.11, 0.94], [0.50, 0.04, -1.55], [1.85, -1.23, -0.66], [-0.10, 0.24, 0.18], [0.32, 0.44, -0.83], [1.55, 1.06, -0.24], [0.18, -1.08, 0.29], [1.50, -1.36, -0.34]],
  "lowdin_charge": [-1.07, -0.45, -0.19, -0.25, 0.89, 0.69, -0.02, 0.07, 0.02, 0.05, 0.08, 0.10, 0.04, 0.03],
  "homo_lumo_gap_ev": [6.9194, 6.8702]
}

=====

No. 5
{
  "formula": "C4H8P2",
  "method": "the ωB97M-V functional and the def2-TZVPD basis",
  "species": ["C", "C", "C", "C", "P", "P", "H", "H", "H", "H", "H", "H", "H", "H"],
  "positions_angstrom": [[1.1071, 0.2066, 0.3474], [0.1648, 0.7682, -0.4719], [2.0645, -0.8581, -0.2047], [-0.8945, 1.5718, 0.2138], [-2.4062, -1.4564, 0.0573], [-3.0994, 0.4444, -0.0927], [1.2486, 0.2241, 1.4980], [0.0738, 0.6252, -1.5169], [2.5058, -1.4540, 0.6058], [1.6039, -1.6165, -1.0151], [3.0949, -0.4799, -0.7101], [-0.9953, 2.5800, -0.1704], [-0.7353, 1.5344, 1.3774], [-3.7326, -2.0898, 0.0821]],
  "atomic_forces_ev_per_a": [[0.39, -1.65, -1.00], [0.07, 0.20, 4.21], [1.94, -0.74, -2.33], [-0.80, -1.50, 1.29], [-0.65, 0.42, 0.13], [2.42, 0.53, 0.49], [-1.03, 0.80, -2.11], [0.36, -0.33, -0.84], [-0.55, -0.07, -0.10], [0.83, 1.86, 1.92], [-2.49, -0.30, 0.89], [-0.57, 0.03, 0.00], [-0.61, 0.22, -2.36], [0.68, 0.53, -0.18]],
  "lowdin_charge": [-0.19, -0.28, -0.16, -0.27, 0.24, 0.33, 0.13, 0.08, 0.04, 0.11, 0.10, 0.02, 0.08, -0.22],
  "homo_lumo_gap_ev": 7.4371
}

=====

No. 6
{
  "formula": "C4H8S",
  "method": "the ωB97M-V functional and the def2-TZVPD basis",
  "species": ["C", "C", "C", "C", "H", "H", "H", "H", "H", "H", "H", "H", "S"],
  "positions_angstrom": [[-1.4154, -0.6934, -0.5219], [-0.2945, -0.7975, 0.5308], [0.9748, -0.0671, 0.0582], [0.8501, 1.3876, -0.0585], [-1.4467, 0.3589, -0.9518], [-2.2766, -0.8516, 0.1667], [-1.3423, -1.4339, -1.2304], [-0.4952, -0.2023, 1.5441], [0.2153, -1.7062, 0.9983], [0.2344, 1.6246, -0.8238], [0.6494, 1.7903, 0.9194], [2.0748, 1.4625, -0.4308], [2.2719, -0.8719, -0.2004]],
  "atomic_forces_ev_per_a": [[-0.52, 1.95, 3.66], [2.77, 1.55, 2.70], [-3.81, -0.36, 1.07], [6.76, -1.03, 0.36], [-0.06, -1.51, 0.49], [-0.19, 0.13, -1.33], [0.08, -1.54, -1.77], [-0.42, -0.93, -2.09], [-1.92, 0.13, -1.37], [-2.08, 1.29, -2.16], [-0.15, 0.62, 0.08], [-3.50, 1.46, 1.06], [3.03, -1.75, -0.70]],
  "lowdin_charge": [-0.08, -0.30, -0.97, -0.12, 0.09, 0.08, 0.04, 0.14, 0.09, 0.02, 0.08, 0.12, 0.80],
  "homo_lumo_gap_ev": 8.7196,
  "smiles": "CCC(C)=S"
}

=====

No. 7
{
  "formula": "C4H8S",
  "method": "the ωB97M-V functional and the def2-TZVPD basis",
  "species": ["C", "C", "C", "C", "H", "H", "H", "H", "H", "H", "H", "H", "S"],
  "positions_angstrom": [[0.0795, -0.0479, 0.7232], [0.9476, 1.1367, 0.3482], [1.4071, 0.0410, -0.7398], [0.9747, -1.1402, 0.0422], [-1.6058, 1.6560, -0.8705], [-0.1351, -0.5417, 1.7366], [1.8195, 1.5483, 1.0464], [0.0227, 1.7930, -0.0601], [0.7721, 0.2206, -1.6117], [2.3380, -0.1008, -1.1457], [0.2312, -1.9312, -0.2995], [1.3940, -1.3306, 0.9948], [-1.5806, -0.0782, -0.1271]],
  "atomic_forces_ev_per_a": [[-2.81, -3.11, 2.55], [-0.37, 0.13, -0.89], [-0.32, 1.27, -1.22], [-4.23, 0.59, 0.75], [0.03, -3.73, 1.64], [-0.15, 2.04, -0.63], [-2.41, -0.77, -1.38], [3.41, -0.05, 0.88], [-0.18, -0.38, 0.18], [2.83, 0.75, -0.75], [1.84, 0.58, -0.08], [2.09, -1.19, 0.03], [0.27, 3.86, -1.08]],
  "lowdin_charge": [-0.75, -0.15, -0.24, -0.22, 0.09, 0.10, 0.15, 0.05, 0.10, 0.06, 0.11, 0.09, 0.60],
  "homo_lumo_gap_ev": 8.3625
}

=====

No. 8
{
  "formula": "C4H8S",
  "method": "the ωB97M-V functional and the def2-TZVPD basis",
  "species": ["C", "C", "C", "C", "H", "H", "H", "H", "H", "H", "H", "H", "S"],
  "positions_angstrom": [[-1.2726, -1.0227, -0.3269], [-0.5814, -0.0895, 0.6388], [0.3814, 0.9536, -0.0640], [1.8177, 0.5835, -0.2215], [-0.5606, -1.9004, -0.5780], [-2.2246, -1.4178, 0.1097], [-1.4769, -0.5637, -1.2858], [-1.3057, 0.5239, 1.2707], [0.0334, -0.5332, 1.3694], [0.2670, 1.7884, 0.6579], [-0.0149, 1.1843, -1.1153], [2.4854, 1.3433, -0.5754], [2.4518, -0.8498, 0.1203]],
  "atomic_forces_ev_per_a": [[0.67, -2.17, 0.33], [-0.39, 2.43, -0.57], [-1.67, -0.26, 0.07], [-0.38, -0.64, 0.46], [-1.25, 1.19, 0.48], [0.83, 0.14, -0.50], [-0.26, 0.33, -0.08], [0.55, -0.71, -1.11], [0.58, -1.24, 0.81], [0.56, 0.34, -1.10], [0.43, 0.23, 1.51], [0.17, 0.60, -0.30], [0.18, -0.26, 0.00]],
  "lowdin_charge": [-0.13, -0.31, -0.28, -0.67, 0.09, 0.08, 0.05, 0.12, 0.05, 0.11, 0.13, 0.03, 0.71],
  "homo_lumo_gap_ev": 8.6894,
  "smiles": "CCCC=S"
}

=====

No. 9
{
  "formula": "C4H8S",
  "method": "the ωB97M-V functional and the def2-TZVPD basis",
  "species": ["C", "C", "C", "C", "S", "H", "H", "H", "H", "H", "H", "H", "H"],
  "positions_angstrom": [[-1.9524, -1.0676, 0.2198], [1.4014, -0.7124, -0.3693], [-0.0017, 1.3314, 0.0233], [0.5801, 0.0592, 0.6119], [-2.8363, 0.1773, -0.0717], [-2.4012, -2.0525, 0.1963], [0.8593, -0.9062, -1.3390], [2.3167, -0.0847, -0.6276], [1.7957, -1.6510, 0.1222], [-1.2167, 1.2575, 0.1119], [0.3242, 1.4103, -0.9885], [0.3536, 2.1616, 0.5408], [0.7774, 0.0769, 1.5699]],
  "atomic_forces_ev_per_a": [[-1.10, -0.28, -0.37], [0.85, -0.48, 0.62], [-2.93, -2.12, 0.70], [-0.19, 1.27, -5.73], [-1.23, -0.43, -0.04], [0.24, -0.59, 0.15], [0.47, -0.02, 1.02], [-0.83, -0.67, 0.06], [-0.43, 0.73, -0.92], [3.84, 1.13, -0.39], [-0.17, 0.18, -0.98], [0.46, 1.68, 1.02], [1.01, -0.40, 4.85]],
  "lowdin_charge": [-0.47, -0.15, -0.17, -0.24, 0.75, -0.03, 0.08, 0.09, 0.08, -0.05, 0.05, 0.04, 0.03],
  "multiplicity": 3,
  "homo_lumo_gap_ev": [6.0588, 8.6684]
}

=====

No. 10
{
  "formula": "C4H8S2",
  "method": "the ωB97M-V functional and the def2-TZVPD basis",
  "species": ["C", "C", "C", "C", "H", "H", "H", "H", "H", "H", "H", "H", "S", "S"],
  "positions_angstrom": [[-1.4217, -2.0670, 1.7994], [-0.1699, -0.1576, 0.1210], [0.6521, 0.8040, -0.2043], [1.1715, 1.0903, -1.5552], [-1.7988, -2.3475, 2.8055], [-2.2662, -2.0678, 1.0761], [-0.8237, -2.8952, 1.4353], [-0.6368, -0.8240, -0.5902], [0.9461, 1.4337, 0.5857], [0.7809, 0.4287, -2.3110], [2.2588, 1.1156, -1.6194], [1.1592, 3.3310, -1.1968], [-0.4156, -0.5359, 1.8172], [0.5641, 2.6917, -2.1634]],
  "atomic_forces_ev_per_a": [[-0.47, -0.45, -0.73], [-0.59, -1.47, 0.41], [0.24, -0.02, -0.79], [-0.37, 0.54, -0.53], [0.35, 0.61, -0.60], [0.29, 0.60, 0.66], [0.41, -0.14, 0.20], [0.09, -0.14, -0.18], [0.83, 0.84, 0.85], [0.05, -0.68, -0.05], [-0.05, -0.21, 0.14], [0.36, 0.88, 0.67], [-0.83, -0.31, 0.59], [-0.30, -0.05, -0.65]],
  "lowdin_charge": [-0.42, -0.46, -0.32, -0.56, 0.04, 0.04, 0.02, 0.08, 0.08, 0.06, 0.07, -0.17, 0.83, 0.70],
  "homo_lumo_gap_ev": 8.9983,
  "smiles": "CS/C=C/CS"
}

=====

No. 11
{
  "formula": "C4H8S2",
  "method": "the ωB97M-V functional and the def2-TZVPD basis",
  "species": ["C", "C", "C", "C", "H", "H", "H", "H", "H", "H", "H", "H", "S", "S"],
  "positions_angstrom": [[-0.5250, -1.7883, 0.2894], [-0.5112, -0.2716, 0.1154], [0.7693, 0.3389, -0.2546], [0.9642, 1.7875, 0.1967], [-1.5750, -2.1912, 0.4623], [-0.0250, -1.8354, 1.2178], [-0.0858, -2.3862, -0.4384], [-0.8078, 0.0248, 1.1136], [-1.2080, 0.1893, -2.0421], [0.7856, 1.7999, 1.2762], [0.2125, 2.5017, -0.2146], [1.9700, 2.0469, 0.0720], [-1.9235, 0.3413, -0.8694], [1.9596, -0.5576, -0.9244]],
  "atomic_forces_ev_per_a": [[-2.46, 0.61, 0.92], [-1.90, -1.20, 0.22], [1.19, 0.65, 0.05], [-1.77, -0.88, 0.25], [1.17, 0.79, -0.22], [0.90, -1.11, 1.04], [0.96, -0.72, -1.36], [0.13, 0.80, 0.27], [-0.82, 0.15, 0.59], [-0.09, -0.06, 0.08], [0.73, -0.59, -0.05], [1.30, 0.76, -0.60], [1.02, 0.13, -1.29], [-0.36, 0.67, 0.09]],
  "lowdin_charge": [-0.16, -0.80, -0.84, -0.11, 0.10, 0.06, 0.03, 0.09, -0.09, 0.09, 0.09, 0.04, 0.74, 0.77],
  "homo_lumo_gap_ev": 8.4277,
  "smiles": "CC(=S)[C@H](C)S"
}

=====

No. 12
{
  "formula": "C4H8S3",
  "method": "the ωB97M-V functional and the def2-TZVPD basis",
  "species": ["C", "C", "C", "C", "H", "H", "H", "H", "H", "H", "H", "H", "S", "S", "S"],
  "positions_angstrom": [[0.3656, -0.7602, 0.5671], [0.1511, 0.6548, 1.1624], [-0.6932, 0.9111, -0.0907], [0.0591, -0.1757, -0.7828], [1.5048, -2.2267, 1.9594], [-0.4333, -1.4653, 0.8877], [-0.3321, 0.7723, 2.1376], [1.0386, 1.3422, 1.0897], [-1.7539, 0.6759, 0.0179], [-1.5644, 2.2722, -1.7982], [0.9542, 0.2487, -1.1727], [0.2031, -2.0625, -2.0667], [1.9555, -1.5309, 0.9356], [-0.6593, 2.5693, -0.8572], [-0.7957, -1.2253, -1.9891]],
  "atomic_forces_ev_per_a": [[-0.02, -0.34, 1.89], [-0.05, 0.98, -0.14], [-1.39, 1.29, -0.39], [-0.01, -1.21, -0.64], [-0.10, -0.36, 0.45], [0.44, 0.62, -0.23], [0.16, -0.11, -0.20], [-0.47, -1.04, 0.27], [0.15, -0.24, 0.30], [0.00, 0.07, -0.05], [0.73, 0.29, -0.70], [0.70, -0.73, -0.19], [0.30, 0.04, -0.77], [0.11, -0.13, 0.25], [-0.55, 0.88, 0.16]],
  "lowdin_charge": [-0.71, -0.19, -0.71, -0.75, -0.15, 0.12, 0.12, 0.12, 0.10, -0.14, 0.09, -0.16, 0.75, 0.74, 0.77],
  "homo_lumo_gap_ev": 9.8914,
  "smiles": "S[C@H]1[C@H](S)C[C@@H]1S"
}

=====

Computed ΔE to the lowest compared entry with this formula, charge and spin (kcal per mole) in order:
20.7; 31.6; 6.0; 83.7; 73.0; 42.4; 108.3; 13.4; 45.6; 30.2; 27.6; 17.2
Computed electronic energy (Ha) in order:
-630.6019; -1028.7727; -1028.6441; -839.7520; -839.7691; -555.3023; -555.1973; -555.3486; -555.1693; -953.5386; -953.5427; -1351.7322